{"formula": "C6H11NO3S", "method": "ωB97M-V/def2-TZVPD", "e_tot_ha": -913.47385, "orbital_gap_ev": 6.021, "largest_force_ev_per_a": 19.423, "de_lowest_kcal_mol": 270.8, "symbols": ["O", "O", "O", "C", "C", "N", "C", "C", "C", "C", "S", "H", "H", "H", "H", "H", "H", "H", "H", "H", "H", "H"], "positions_angstrom": [[-3.021, 0.657, 0.435], [-3.237, -1.387, -0.941], [-1.562, 0.395, -1.705], [0.973, 1.625, 0.069], [-0.254, 1.218, 0.574], [-1.395, -0.712, -0.292], [2.098, 0.745, -0.233], [-0.552, -0.232, 0.796], [1.654, -0.659, -0.361], [0.740, -1.038, 0.863], [-2.918, 0.037, -0.872], [-1.070, -0.156, -1.096], [1.138, 2.700, 0.139], [-0.881, 2.032, 0.870], [-1.720, -1.664, -0.064], [2.450, 1.063, -1.288], [2.888, 0.899, 0.526], [-1.058, -0.380, 1.681], [2.595, -1.318, -0.351], [1.128, -0.898, -1.233], [1.335, -0.796, 1.749], [0.671, -2.131, 0.733]], "atomic_forces_ev_per_a": [[-3.8, 3.2, -0.6], [-5.5, 0.5, -4.0], [-9.4, 11.2, -12.8], [-3.1, 0.3, 2.4], [3.7, 1.0, -0.9], [3.2, -9.2, 12.4], [0.8, 1.1, -2.7], [1.1, 0.1, -1.7], [1.7, -1.9, 2.7], [1.8, -0.3, -1.6], [7.9, -3.3, 3.7], [5.3, -3.4, 0.5], [0.1, -0.1, -0.5], [-0.8, -0.1, 0.1], [1.7, 0.4, 0.0], [0.2, -0.2, 1.7], [-0.1, -0.1, -0.5], [-1.6, -0.1, 2.3], [-1.4, 0.6, 0.0], [-0.7, 0.0, -1.5], [-0.4, -0.1, 0.2], [-0.8, 0.4, 0.7]]}

{"formula": "C6H11NO3S", "method": "ωB97M-V/def2-TZVPD", "e_tot_ha": -913.79100, "orbital_gap_ev": 10.857, "largest_force_ev_per_a": 4.238, "de_lowest_kcal_mol": 71.8, "symbols": ["C", "C", "C", "C", "C", "C", "N", "O", "O", "O", "S", "H", "H", "H", "H", "H", "H", "H", "H", "H", "H", "H"], "positions_angstrom": [[0.603, -1.395, -0.877], [-1.857, -1.680, 0.215], [-0.380, -1.408, 0.344], [0.812, 0.737, 0.010], [1.905, 0.705, 1.029], [0.386, 2.080, -0.416], [-0.437, 0.036, 0.760], [-1.717, 0.540, -1.511], [-2.867, 0.908, 0.567], [1.138, -0.132, -1.050], [-1.908, 0.149, -0.166], [1.444, -2.003, -0.737], [0.091, -1.902, -1.730], [-2.161, -2.275, -0.637], [-2.424, -1.953, 1.079], [0.127, -1.959, 1.155], [1.941, -0.295, 1.494], [1.755, 1.437, 1.917], [2.852, 1.178, 0.584], [-0.015, 1.887, -1.484], [1.177, 2.742, -0.661], [-0.464, 2.603, 0.115]], "atomic_forces_ev_per_a": [[-1.7, -1.5, -0.3], [0.1, 1.2, -2.3], [2.7, 0.0, 1.8], [-2.0, -1.4, 2.7], [1.3, 2.1, 1.8], [-2.4, 0.7, -3.4], [0.6, 0.4, -2.7], [0.2, -0.8, -1.6], [-0.5, -0.1, 0.4], [-0.7, 1.2, -0.7], [-0.5, 0.3, 2.9], [1.1, -1.5, 0.8], [0.2, 1.3, -0.2], [0.0, -0.1, -0.1], [0.0, 0.2, 0.7], [-0.5, 0.0, -0.2], [0.8, 0.4, -0.5], [-0.4, -1.2, -1.5], [-1.0, -1.5, 0.4], [0.3, 0.5, 1.7], [1.0, 0.7, 0.6], [1.3, -0.8, -0.1]]}

{"formula": "C6H11NO4S", "method": "ωB97M-V/def2-TZVPD", "e_tot_ha": -988.89816, "orbital_gap_ev": 7.308, "largest_force_ev_per_a": 4.238, "de_lowest_kcal_mol": 161.8, "symbols": ["C", "C", "C", "C", "C", "C", "N", "O", "O", "O", "O", "S", "H", "H", "H", "H", "H", "H", "H", "H", "H", "H", "H"], "positions_angstrom": [[-2.061, -1.028, 0.419], [-3.473, -1.759, -2.143], [2.646, -0.076, -1.061], [-3.859, -0.897, -0.956], [3.091, 1.201, -0.305], [1.453, 0.682, 1.978], [0.589, -0.279, 1.882], [0.316, -1.171, 2.627], [-2.419, -2.044, 0.962], [-0.759, -0.446, 0.514], [-2.711, -0.230, -0.426], [1.728, 1.849, 0.678], [-4.171, -2.433, -2.572], [-3.137, -1.125, -2.977], [-2.583, -2.242, -1.860], [1.771, -0.488, -0.586], [2.444, 0.201, -2.050], [3.464, -0.712, -0.983], [-4.226, -1.544, -0.035], [-4.569, -0.046, -1.188], [3.258, 2.045, -0.910], [3.961, 1.185, 0.394], [2.180, 0.547, 2.839]], "atomic_forces_ev_per_a": [[3.6, 0.5, 2.0], [0.6, 2.1, -0.6], [0.4, 1.8, 1.8], [-2.4, -0.4, 1.6], [-0.4, -1.0, 1.8], [0.9, 0.2, -1.5], [-2.4, -2.8, 2.1], [0.7, 0.9, -0.4], [0.0, 0.9, -0.6], [-0.2, 0.9, -1.0], [0.3, -0.6, 0.0], [-1.1, 0.8, 0.9], [-0.9, -0.6, 0.2], [-0.2, 0.1, 0.2], [1.0, -1.2, 0.4], [-0.2, -0.3, 0.0], [-0.4, 0.1, -1.5], [1.2, -1.7, -0.3], [0.1, 1.2, -2.2], [0.6, -1.2, 0.2], [0.3, 1.0, -1.2], [-0.4, -0.7, -0.8], [-1.2, 0.1, -1.1]]}